No. 1
{
  "formula": "C28H32Cl2O2SiTc",
  "method": "ωB97M-V with the def2-TZVPD basis set",
  "symbols": ["Tc", "Cl", "Cl", "Si", "O", "O", "C", "C", "C", "C", "C", "C", "C", "C", "C", "C", "C", "C", "C", "C", "C", "C", "C", "C", "C", "C", "C", "C", "C", "C", "C", "C", "C", "C", "H", "H", "H", "H", "H", "H", "H", "H", "H", "H", "H", "H", "H", "H", "H", "H", "H", "H", "H", "H", "H", "H", "H", "H", "H", "H", "H", "H", "H", "H", "H", "H"],
  "xyz": [[-1.247503, 1.003716, 0.071505], [-1.877456, -1.183130, 0.417413], [-2.683426, -3.185373, -2.285716], [1.091605, -0.835853, 0.304977], [-0.519659, 0.828021, 1.909530], [0.799073, 1.117681, -0.154169], [-2.484248, 1.747284, -3.091877], [-0.208338, -4.836847, -0.337003], [3.296974, 0.384712, 1.499572], [0.068204, -3.470141, -0.439939], [3.263362, -1.076799, -3.784882], [3.308420, -1.217145, -1.368645], [1.241847, -3.514844, 1.624969], [3.977508, -1.265822, -2.597276], [-0.832622, 3.981273, -1.568052], [2.127079, -0.351005, 1.737796], [-1.605776, 3.866337, 1.511835], [0.258449, -5.575251, 0.760068], [-2.447027, 1.944879, -1.617038], [4.073675, 0.844268, 2.562722], [0.990590, -4.891169, 1.739802], [1.210053, -0.799261, -2.530458], [1.882666, -0.856386, -3.758117], [-2.080870, 2.922570, 0.466022], [1.753830, -0.619954, 3.058254], [2.530967, -0.166015, 4.127038], [-3.072168, 1.878053, 0.629918], [-3.776966, 1.527785, 1.886129], [1.933918, -0.960110, -1.342169], [3.700017, 0.579914, 3.885271], [-4.334921, 0.281242, -1.027164], [-1.687747, 2.948042, -0.923007], [-3.281144, 1.261971, -0.666212], [0.763782, -2.758640, 0.543949], [-1.640757, 3.381139, 2.489413], [-5.185190, 0.785782, -1.493303], [4.973791, 1.435371, 2.364340], [-3.992573, 0.457007, 1.906346], [2.239396, -0.378247, 5.154819], [-2.229517, 4.766368, 1.551217], [0.840170, -1.174457, 3.272982], [-4.679808, -0.239321, -0.138344], [-3.145184, 1.776841, 2.739958], [-4.716373, 2.081513, 1.976359], [1.806245, -3.046500, 2.435529], [3.607116, 0.637551, 0.487255], [-0.575272, 4.171749, 1.303308], [-3.307276, 2.332519, -3.523076], [0.087188, -6.648961, 0.829924], [-3.942944, -0.470256, -1.714127], [0.122676, -0.651232, -2.504971], [1.311831, -0.735656, -4.681067], [0.074355, 1.545288, 2.209092], [3.780987, -1.143580, -4.742916], [-1.447139, 4.783410, -1.992882], [5.049245, -1.470427, -2.609670], [-0.361158, -2.950260, -1.301599], [4.307852, 0.950281, 4.722338], [-2.639064, 0.694472, -3.346731], [1.061658, 1.661712, -0.924171], [3.864371, -1.376920, -0.436975], [-0.154555, 4.424514, -0.840420], [-0.807507, -5.329271, -1.104951], [-0.238062, 3.549562, -2.375663], [1.356574, -5.451491, 2.603549], [-1.553227, 2.077498, -3.560609]],
  "atomic_forces_ev_per_a": [[0.1, 0.1, 0.2], [-0.6, -0.6, 0.2], [-0.3, 0.0, -0.5], [-0.8, -1.5, 0.0], [-0.4, 0.7, 1.4], [0.7, 1.1, -0.5], [0.1, -0.2, -0.2], [0.2, -0.2, 0.2], [0.3, 0.3, 0.9], [-0.4, -0.2, -0.3], [0.0, -0.1, 0.0], [0.1, 0.0, -0.9], [-0.2, -0.5, 0.3], [-0.2, 0.0, 0.2], [0.3, -0.1, 0.0], [0.8, -0.1, -0.3], [0.1, 0.0, 0.1], [0.3, 0.8, -0.1], [-0.3, 0.3, 0.6], [0.0, 0.1, 0.1], [-0.1, -0.1, -0.2], [0.5, 0.0, -0.4], [-0.1, 0.0, 0.4], [-0.3, 0.3, -0.9], [0.3, 0.1, 0.8], [0.3, 0.2, -0.4], [-0.3, 0.1, -0.3], [-0.2, 0.0, 0.1], [0.5, -0.1, 0.1], [-0.2, -0.1, 0.1], [0.2, -0.4, 0.0], [-1.1, -0.2, 0.3], [0.2, 1.4, -0.2], [0.8, 0.0, 0.3], [0.1, 0.1, 0.0], [0.0, 0.1, 0.0], [-0.2, -0.2, 0.1], [0.1, 0.1, 0.1], [0.0, 0.0, -0.2], [0.0, 0.0, 0.0], [0.2, 0.2, -0.2], [0.0, -0.1, 0.0], [0.0, -0.2, 0.1], [-0.1, 0.0, 0.1], [-0.1, -0.1, -0.3], [-0.2, -0.1, 0.1], [-0.1, 0.0, 0.2], [0.1, -0.1, 0.0], [-0.1, 0.2, 0.1], [-0.1, -0.2, 0.0], [0.4, 0.0, 0.0], [0.2, -0.1, 0.2], [-0.2, -0.6, -0.7], [-0.1, 0.1, 0.2], [0.0, 0.0, 0.0], [-0.2, 0.1, -0.1], [0.1, -0.2, 0.3], [-0.3, -0.2, -0.4], [0.0, 0.1, 0.0], [0.1, -0.7, 0.1], [-0.3, 0.0, -0.4], [0.1, 0.0, -0.1], [0.1, 0.3, 0.1], [0.0, 0.1, 0.0], [0.0, 0.2, -0.1], [-0.1, 0.0, 0.0]],
  "spin_multiplicity": 4,
  "homo_energy_ev": [1.13, -1.39],
  "molar_mass_g_mol": 597.55,
  "e_lumo_ev": [4.56, 4.46],
  "charge": -2
}

---

No. 2
{
  "formula": "C4H9NO",
  "method": "ωB97M-V with the def2-TZVPD basis set",
  "symbols": ["O", "N", "C", "C", "C", "C", "H", "H", "H", "H", "H", "H", "H", "H", "H"],
  "xyz": [[3.286888, -0.211179, -0.222550], [0.918458, -0.923885, -0.225045], [-0.311626, -0.097350, 0.305888], [2.217288, -0.136065, 0.343546], [-1.656734, -0.859818, 0.019973], [-0.386909, 1.344595, -0.256705], [1.014073, -1.086901, -1.260867], [-2.567941, -0.257475, 0.485063], [2.287572, 0.351091, 1.413724], [-0.100801, -0.096076, 1.331062], [-0.748585, 1.192108, -1.357218], [-1.008585, 2.102018, 0.531548], [0.863173, 1.704558, -0.364809], [-2.109383, -0.941479, -0.996025], [-1.696891, -2.084147, 0.252418]],
  "atomic_forces_ev_per_a": [[-1.7, 0.2, 0.3], [1.5, 3.5, 2.0], [-0.1, -1.7, -3.1], [0.1, -2.2, -1.1], [-2.2, -1.7, 0.7], [2.3, 0.9, 0.0], [-0.1, 0.7, 1.4], [2.0, -1.5, -0.1], [-1.4, -0.9, -1.7], [-0.1, 0.0, 1.6], [0.3, 1.1, 2.1], [1.6, -2.1, -2.7], [-4.0, -0.5, 0.4], [1.4, 0.7, -0.1], [0.3, 3.5, 0.3]],
  "homo_energy_ev": -9.67,
  "smiles": "CC(C)NC=O",
  "molar_mass_g_mol": 87.12,
  "e_lumo_ev": 0.87,
  "e_above_lowest_ev": 3.8773
}

---

| no. | electronic energy (eV) |
| --- | --- |
| 1 | -68772.3946 |
| 2 | -7828.4426 |